Formula: C2H3FN2O2S
Source: the OMol25 dataset
Level of theory: wB97M-V/def2-TZVPD

```
11
Properties=species:S:1:pos:R:3:forces:R:3:lowdin_charge:R:1
C 0.45211 1.86526 -0.34548 -0.62 0.44 -1.04 -0.372
C -0.10704 0.79128 0.17197 1.51 -2.78 5.04 -0.530
N 0.64337 2.89318 -0.74805 1.58 4.28 -1.76 0.218
N -2.09882 -0.75952 0.38404 -2.07 -1.84 3.17 -0.397
O -2.08682 -0.78491 1.58168 -0.34 -0.02 -2.32 0.065
O 2.07275 -0.94809 -0.58245 -6.33 1.59 0.22 -0.143
F -2.77756 -2.08772 -0.31578 1.05 1.47 0.78 -0.201
S -0.80509 -0.40109 -0.62868 -0.30 -0.90 -2.83 1.183
H 1.36055 -0.17991 -0.20521 4.63 -2.85 -1.09 0.033
H 0.36463 0.66188 1.21753 -1.60 -0.33 -1.01 0.158
H 2.98190 -1.05037 -0.52958 2.49 0.94 0.85 -0.015
```
Positions in Å, forces in eV/Å.

Results
Electronic energy ... -22742.349 eV
Lowest unoccupied orbital energy (alpha / beta) ... -2.347 / -3.038 eV
HOMO level (alpha / beta) ... -10.2 / -10.5 eV
Relative energy (zero: lowest compared OMol25 entry of this formula, charge and spin) ... 78.1 kcal/mol
Net charge ... 0
Spin multiplicity ... 1

Formula: C4H9NO
Source: the OMol25 dataset
Level of theory: wB97M-V/def2-TZVPD

```
15
Properties=species:S:1:pos:R:3:forces:R:3:lowdin_charge:R:1
C -0.03238 -2.04226 0.07933 -0.02 -0.45 -0.05 -0.074
N -0.95292 -0.42387 -0.06702 -0.20 0.13 0.08 0.036
C 0.71674 -0.39060 0.24065 0.42 0.18 0.11 -0.154
C -0.30553 0.62251 0.60841 0.02 0.05 -0.02 -0.409
C -0.23916 1.94193 -0.16610 -0.01 0.12 0.28 -0.237
O 0.05900 1.73037 -1.52097 -0.17 -0.14 -0.14 -0.080
H 0.93871 -2.46178 -0.21996 -0.13 0.12 0.05 0.073
H -0.27480 -2.37562 1.08783 0.03 0.07 -0.17 0.078
H -0.76509 -2.40251 -0.63579 0.13 0.09 0.08 0.073
H 1.25851 -0.75200 1.11352 -0.11 0.01 -0.09 0.120
H 1.31291 -0.16265 -0.63673 -0.10 -0.07 0.15 0.122
H -0.49142 0.76162 1.68636 0.02 -0.01 -0.15 0.137
H 0.53732 2.59010 0.25555 -0.09 -0.09 -0.06 0.119
H -1.20644 2.45589 -0.04278 0.14 -0.07 -0.03 0.116
H -0.46253 0.94435 -1.76128 0.09 0.07 -0.03 0.081
```
Positions in Å, forces in eV/Å.

Results
Electronic energy ... -7826.242 eV
Lowest unoccupied orbital energy ... 0.780 eV
HOMO level ... -8.4 eV
Relative energy (zero: lowest compared OMol25 entry of this formula, charge and spin) ... 140.2 kcal/mol
Net charge ... 0
Spin multiplicity ... 1

Formula: C2H12HfO11
Source: the OMol25 dataset
Level of theory: wB97M-V/def2-TZVPD

```
26
Properties=species:S:1:pos:R:3:forces:R:3:lowdin_charge:R:1
Hf 10.42948 -5.35439 26.38634 -0.71 -0.35 -0.42 1.740
C 9.88609 -3.88948 28.45455 -2.80 2.15 2.02 -0.697
O 8.96942 -4.32315 27.74738 -4.76 -0.20 -0.76 -0.044
O 9.72190 -2.97317 29.44049 0.46 -1.60 -1.37 0.209
O 10.92237 -4.39065 28.05565 7.01 1.32 3.05 -0.043
H 8.77015 -2.77913 29.64948 0.93 -0.45 -0.54 0.180
C 10.89925 -6.71074 24.21877 1.07 -4.36 -1.74 -0.728
O 10.76976 -5.53303 24.26275 0.13 7.85 -3.84 0.002
O 11.27204 -7.49256 23.19285 -0.55 0.39 1.82 0.227
O 10.65930 -7.15008 25.36105 -0.20 -5.88 1.93 -0.082
H 11.58373 -7.09508 22.35813 -0.38 0.49 0.51 0.171
O 12.30487 -6.38544 27.07596 1.41 -0.50 0.12 -0.051
H 13.19282 -6.10869 27.35898 -0.41 0.58 0.21 0.141
H 12.43965 -7.32002 26.88954 -0.33 -0.38 -0.20 0.114
O 9.63487 -3.50251 25.41848 -1.30 1.99 0.15 -0.056
H 9.15493 -3.49504 24.58138 0.38 -0.38 -0.59 0.123
H 9.18459 -2.74449 25.88070 0.73 -0.97 -0.06 0.155
O 12.19041 -4.15591 25.81152 1.24 0.48 -0.50 -0.070
H 12.69600 -4.59096 25.08868 -0.24 0.96 0.42 0.130
H 12.41000 -3.20327 25.88320 -0.02 -0.72 -0.16 0.150
O 9.91036 -6.98686 27.86444 -0.10 -2.21 -0.05 -0.051
H 10.02349 -7.96031 27.66282 0.33 1.37 -0.08 0.153
H 9.11804 -7.03556 28.39963 -0.53 0.62 0.51 0.114
O 8.42970 -5.90776 25.81889 -0.62 1.53 0.16 -0.028
H 8.04373 -6.70272 25.51283 -0.63 -1.52 -0.65 0.114
H 7.73337 -5.28383 26.07533 -0.11 -0.20 0.06 0.126
```
Positions in Å, forces in eV/Å.

Results
Electronic energy ... -26088.452 eV
Lowest unoccupied orbital energy ... -6.375 eV
HOMO level ... -18.4 eV
Relative energy (zero: lowest compared OMol25 entry of this formula, charge and spin) ... 0.0 kcal/mol
Net charge ... +2
Spin multiplicity ... 1

Formula: C16H30FNO11S
Source: the OMol25 dataset
Level of theory: wB97M-V/def2-TZVPD

```
60
Properties=species:S:1:pos:R:3:forces:R:3:lowdin_charge:R:1
N 20.14300 28.20000 20.80100 2.38 0.49 8.56 0.277
H 20.32300 29.29400 21.00500 -0.52 -2.84 -1.10 0.181
H 20.05800 28.05500 19.90000 -1.13 -0.21 -6.32 0.017
H 19.33800 27.81400 21.38200 0.64 1.10 -1.14 0.158
H 20.98100 27.54100 21.11300 -1.78 2.18 -0.64 0.200
F 20.06600 30.32200 18.77900 0.28 -0.55 0.87 -0.634
C 21.49200 32.29100 21.21700 -0.34 -4.40 -2.92 0.004
C 22.91600 31.97300 20.62200 -5.41 1.16 1.35 -0.332
C 23.15300 32.21500 19.17800 -2.06 -0.77 1.04 -0.059
O 24.00100 33.33100 19.32200 -0.95 0.07 -6.47 0.158
C 24.29700 33.57500 20.50800 6.15 5.09 4.08 -0.648
O 25.12700 34.43900 20.86300 -2.49 -1.93 -1.07 0.101
O 23.77400 32.75400 21.34900 0.19 -1.11 1.94 0.155
H 20.65300 31.58700 20.83300 1.51 0.85 -0.18 0.078
H 21.04400 33.19900 21.20800 -0.53 3.34 -0.55 0.050
H 21.57200 32.00100 22.18500 0.36 -0.61 3.34 0.038
H 23.04600 30.97500 20.76300 0.65 -2.88 1.21 0.111
H 22.10800 32.29500 18.71600 1.92 0.51 -0.17 0.165
H 23.61300 31.25700 18.96400 0.86 0.55 -1.72 0.126
C 17.61100 33.08700 17.12100 1.46 -3.71 -1.74 -0.021
C 17.93800 33.28800 15.59400 -1.16 -0.06 2.63 -0.301
C 18.30700 32.04000 14.81600 1.21 0.44 0.45 -0.124
O 17.30500 32.04900 13.83900 -1.81 -1.09 -3.00 0.035
C 16.32700 33.01200 13.93200 -1.39 2.27 -1.23 -0.435
O 15.35100 33.34900 13.18600 4.75 -2.65 3.23 0.082
O 16.67700 33.73100 15.02500 0.23 0.56 -0.38 0.054
H 17.49200 34.00800 17.64800 -0.67 0.38 0.25 0.063
H 18.49500 32.50100 17.56500 -1.05 0.90 -0.39 0.090
H 16.78200 32.29400 17.06600 0.65 1.64 0.81 0.113
H 18.73000 33.99600 15.55800 0.21 1.22 -0.68 0.131
H 18.21400 31.14800 15.45300 0.06 0.07 -0.36 0.128
H 19.40300 32.08200 14.37800 -2.40 -0.07 0.52 0.171
C 21.06500 28.86800 15.89500 -2.32 1.26 1.44 -0.030
C 22.28800 29.38900 16.48800 1.80 -0.03 2.23 -0.374
C 23.05800 28.47900 17.54500 -1.84 0.17 -0.24 -0.064
O 24.40700 28.43400 17.05900 -0.16 0.66 2.20 0.066
C 24.54400 29.23800 16.00700 -5.44 -0.85 0.62 -0.586
O 25.51800 29.50300 15.48700 4.34 1.33 -2.27 0.234
O 23.26800 29.59900 15.56000 3.89 -0.67 -2.91 0.050
H 20.75800 29.54200 15.12700 -0.62 0.59 -0.38 0.081
H 20.27400 28.70800 16.64300 0.01 1.51 0.37 0.087
H 20.89000 27.92800 15.53200 1.53 -2.91 -1.61 0.056
H 22.29500 30.44300 16.75100 -1.94 -0.10 1.71 0.143
H 22.78700 27.44900 17.37300 -0.83 -0.36 0.50 0.115
H 22.76200 28.82000 18.61800 1.46 -0.44 -1.66 0.134
C 18.16500 32.46900 22.78400 -3.50 1.49 0.44 -0.138
C 17.66000 32.80100 21.35400 -2.53 -3.13 3.28 -0.159
C 17.34500 31.38200 20.82300 0.66 1.18 -2.39 -0.242
S 16.47200 30.52600 22.01000 5.80 -3.91 -0.94 0.564
O 17.07700 29.18100 22.09100 -0.24 0.84 0.18 -0.362
O 15.14400 30.58700 21.72900 -6.72 0.60 -0.37 -0.233
C 17.02200 31.44500 23.30000 6.24 -1.18 3.18 -0.222
H 18.24600 33.37200 23.44300 -0.59 -0.70 -0.47 0.132
H 19.15000 32.18900 22.69300 2.06 -1.89 0.21 0.048
H 18.31000 33.34500 20.84900 3.12 2.10 -2.68 0.056
H 16.80900 33.42100 21.54400 -1.04 0.16 -0.55 0.116
H 18.22000 30.76200 20.75700 1.02 0.29 -0.29 0.058
H 16.88200 31.24600 19.82000 -0.01 0.44 0.76 0.130
H 17.43600 30.76800 24.18700 -0.65 0.96 -2.18 0.161
H 16.23800 31.82900 23.77300 -3.29 2.64 1.60 0.049
```
Positions in Å, forces in eV/Å.

Results
Electronic energy ... -54636.037 eV
Lowest unoccupied orbital energy ... -1.400 eV
HOMO level ... -9.9 eV
Relative energy (zero: lowest compared OMol25 entry of this formula, charge and spin) ... 37.6 kcal/mol
Net charge ... 0
Spin multiplicity ... 1